The following is a quantum chemistry calculation of a 5-piece molecular cluster, C22H38BN4O3P overall at a distorted geometry, from the OMol25 dataset.

## Properties
Kohn-Sham gap = 8.63 eV
Lowest unoccupied orbital energy = 0.01242 Eh
E_tot = -45494.889 eV

ORCA input file:
```
! wB97M-V def2-TZVPD RIJCOSX def2/J DEFGRID3
* xyz 0 1
H 2.535 -3.515 0.380
H 7.063 -2.076 -5.112
C 6.371 -2.190 -4.288
H 4.671 -3.679 -1.862
C -4.361 3.737 -1.881
H -4.519 -4.718 3.423
H 0.595 -3.380 1.970
C -3.624 -4.124 3.555
H -5.448 0.405 0.396
C 0.614 -2.872 1.015
C 1.477 -2.242 -0.949
H -0.235 -1.027 -1.584
C 5.344 1.408 0.676
C 5.154 -3.067 -2.612
N 4.861 -1.732 -2.722
H 3.197 1.096 -1.831
H -1.283 -1.792 0.801
N 1.700 -2.978 0.186
C 3.846 1.063 -0.966
H -1.685 0.596 2.405
H -0.594 -3.563 4.409
H 4.875 -0.547 1.668
C 4.736 0.191 0.890
H -2.142 -5.540 4.464
H 6.527 -4.355 -3.737
O -2.983 0.376 -2.825
C -1.606 2.858 1.660
C 0.230 -1.666 -0.845
O -3.397 2.871 -2.577
C -1.640 2.113 0.180
C 5.595 -1.190 -3.745
N 3.822 -0.008 -0.112
C -1.715 1.694 2.856
H 3.225 -0.819 -0.206
C 4.780 1.960 -0.499
H -4.643 4.725 -3.930
H -0.774 1.894 3.559
H -0.236 4.482 2.737
O -4.750 0.176 -0.287
H 0.635 2.923 2.131
H 6.111 1.850 1.299
C -0.187 3.718 1.827
H -1.632 -1.475 3.476
H -6.163 3.636 -3.425
C -5.347 4.411 -3.048
C 6.092 -3.378 -3.571
B -3.248 1.555 -1.927
C -2.434 -4.570 4.086
H -5.082 3.188 -1.141
C -0.316 -2.065 0.399
N -1.550 -3.523 4.081
P -3.307 1.185 -0.050
H -4.191 -2.099 2.785
H -2.562 -0.375 -2.278
H -4.041 2.134 0.782
H 4.206 -1.227 -2.141
H -3.759 4.629 -1.420
H -1.514 2.968 -0.623
H 5.503 -0.143 -3.998
C -3.453 -2.759 3.223
H -0.698 1.413 0.098
H -2.649 0.000 0.455
H 5.029 2.909 -0.955
H -5.898 5.369 -2.607
H -2.565 3.551 1.751
H 2.222 -2.191 -1.731
H -2.723 1.903 3.459
H 0.099 4.312 0.839
C -2.164 -2.413 3.561
*
```

natural (NBO) population analysis, charges in e, atoms 1 to 8:
1 H 0.4168
2 H 0.2231
3 C -0.3097
4 H 0.1970
5 C -0.0865
6 H 0.2248
7 H 0.2099
8 C -0.3052